--- a ---
Entry from OMol25: an isolated molecule of C4H5NO2 (ωB97M-V/def2-TZVPD).

Spin multiplicity: 1
Lowest unoccupied orbital energy in eV: 0.431
HOMO level in eV: -10.1
Frontier orbital gap in eV: 10.4973

Last column: Mulliken charge in e.
Element x y z (Å)
H (-0.1031, -1.8853, 2.3028)  0.25
N (0.1704, -1.4050, 1.4519)  -0.56
C (-0.6342, -0.5332, 1.0309)  -0.21
C (-0.3486, 0.2192, -0.1879)  0.66
C (-1.1921, 1.1206, -0.6818)  -0.88
C (0.9484, -0.1112, -0.8690)  0.45
O (1.0552, -0.8065, -1.8411)  -0.52
O (1.9798, 0.4697, -0.2611)  -0.43
H (-1.5868, -0.2642, 1.5080)  0.33
H (-2.1274, 1.3371, -0.1935)  0.28
H (-0.9776, 1.6642, -1.5863)  0.29
H (2.8160, 0.1947, -0.6728)  0.34

=====

--- b ---
Entry from OMol25: an isolated molecule of C4H5NO2 (ωB97M-V/def2-TZVPD).

Spin multiplicity: 1
Lowest unoccupied orbital energy in eV: 0.664
HOMO level in eV: -10.4
Frontier orbital gap in eV: 11.0200

Last column: Mulliken charge in e.
Element x y z (Å)
H (-1.9557, -0.6117, -1.1358)  0.26
N (-1.5330, -0.5152, -0.2105)  -0.62
C (-0.3033, -0.2228, -0.3096)  0.63
C (0.4717, 0.0014, -1.5847)  -1.20
C (0.4693, -0.0452, 0.9643)  0.03
O (-0.0882, -0.7460, 2.1670)  -0.36
C (-0.1291, 0.5736, 2.1416)  0.43
O (-0.4906, 1.4866, 2.8101)  -0.51
H (-0.0108, -0.5102, -2.4220)  0.37
H (0.5143, 1.0710, -1.8182)  0.27
H (1.5016, -0.3590, -1.5040)  0.34
H (1.5538, -0.1223, 0.9018)  0.35

=====

--- c ---
Entry from OMol25: an isolated molecule of C4H5NO2 (ωB97M-V/def2-TZVPD).

Spin multiplicity: 1
Lowest unoccupied orbital energy in eV: 1.007
HOMO level in eV: -9.7
Frontier orbital gap in eV: 10.7378

Last column: Mulliken charge in e.
Element x y z (Å)
C (-0.5182, -2.0361, -0.7040)  -0.65
O (-0.1196, -0.7545, -1.1704)  -0.37
C (0.0031, 0.1845, -0.2312)  0.76
C (0.6787, 1.4086, -0.4686)  -0.51
C (0.4594, 2.0910, 0.6754)  -0.29
O (-0.2233, 1.3384, 1.5470)  -0.18
N (-0.5033, 0.1105, 0.9738)  -0.37
H (0.3258, -2.5016, -0.1850)  0.29
H (-1.3730, -1.9586, -0.0274)  0.31
H (-0.7811, -2.6097, -1.5930)  0.23
H (1.3431, 1.5937, -1.2867)  0.35
H (0.6868, 3.0916, 1.0145)  0.43

=====

Tell me which of them is the most stable. Sure, it is a.

=====

--- a ---
Entry from OMol25: an isolated molecule of C4H8O2 (ωB97M-V/def2-TZVPD).

Spin multiplicity: 1
Lowest unoccupied orbital energy in eV: 1.023
HOMO level in eV: -9.9
Frontier orbital gap in eV: 10.8832

Last column: Mulliken charge in e.
Element x y z (Å)
C (0.8475, -0.9496, -1.0375)  -1.15
C (0.0036, 0.5354, -0.9054)  0.17
O (-1.3268, 0.3353, -0.4851)  -0.41
C (-1.2586, 0.2740, 0.9460)  -0.34
C (0.2399, 0.5238, 1.1679)  -0.26
O (0.5723, 1.3492, 0.0614)  -0.44
H (1.8273, -0.7366, -1.4721)  0.34
H (0.2205, -1.4999, -1.7264)  0.36
H (1.1031, -1.7529, -0.2863)  0.36
H (-0.0125, 1.0643, -1.8711)  0.37
H (-1.9380, 1.0194, 1.3803)  0.26
H (-1.5604, -0.7233, 1.2837)  0.23
H (0.7254, -0.4227, 0.8407)  0.14
H (0.5567, 0.9837, 2.1038)  0.37

=====

--- b ---
Entry from OMol25: an isolated molecule of C4H8O2 (ωB97M-V/def2-TZVPD).

Spin multiplicity: 1
Lowest unoccupied orbital energy in eV: 0.881
HOMO level in eV: -10.3
Frontier orbital gap in eV: 11.1612

Last column: Mulliken charge in e.
Element x y z (Å)
C (0.6684, -1.1873, -0.4671)  -1.46
C (0.0833, 0.2009, -0.1261)  1.31
C (-1.4365, 0.2172, -0.2858)  -1.50
O (0.6486, 1.1778, -0.9651)  -0.60
C (0.4592, 0.5301, 1.3103)  -0.08
O (1.2793, 1.3798, 1.5742)  -0.50
H (0.9112, -1.1752, -1.5319)  0.36
H (1.5931, -1.3935, 0.0834)  0.37
H (-0.0374, -2.0013, -0.2750)  0.31
H (-1.8216, 1.2323, -0.1485)  0.36
H (-1.9204, -0.4502, 0.4376)  0.37
H (-1.7015, -0.1190, -1.2930)  0.35
H (1.3011, 1.6524, -0.4228)  0.36
H (-0.0267, -0.0641, 2.1097)  0.34

=====

Tell me which of them is the most stable. Sure, it is b.

=====

--- a ---
Entry from OMol25: a cluster of 2 separate species, C4H8O2 in total (ωB97M-V/def2-TZVPD).

Spin multiplicity: 1
Lowest unoccupied orbital energy (spin up / spin down) in eV: -0.388 / -0.387
HOMO level (spin up / spin down) in eV: -8.7 / -8.7
Frontier orbital gap (spin up / spin down) in eV: 8.3028 / 8.3033

Last column: Mulliken charge in e.
Element x y z (Å)
C (1.5283, 0.3404, -1.3131)  -0.91
O (0.5875, -1.1197, -0.2191)  -0.55
C (-0.6487, -0.9631, 0.0749)  -0.05
C (-1.0455, -0.5600, 1.4766)  -0.44
C (-0.9396, 0.6612, 0.6640)  -0.06
O (0.1683, 1.3489, 0.5703)  -0.53
H (2.1770, -0.4968, -1.5373)  0.27
H (2.1129, 1.2473, -1.1088)  0.34
H (0.7690, 0.5101, -2.0759)  0.28
H (-1.4260, -1.2340, -0.6475)  0.38
H (-0.2744, -0.7170, 2.2263)  0.22
H (-2.0523, -0.8539, 1.7665)  0.27
H (-1.8289, 1.0706, 0.1812)  0.37
H (0.8723, 0.7658, -0.0582)  0.41

=====

--- b ---
Entry from OMol25: an isolated molecule of C4H8O2 (ωB97M-V/def2-TZVPD).

Spin multiplicity: 1
Lowest unoccupied orbital energy (spin up / spin down) in eV: 0.428 / 0.581
HOMO level (spin up / spin down) in eV: -7.7 / -7.8
Frontier orbital gap (spin up / spin down) in eV: 8.0838 / 8.3664

Last column: Mulliken charge in e.
Element x y z (Å)
C (2.0475, 0.1615, 0.9269)  -0.48
O (0.8062, 0.5017, 0.9967)  -0.19
C (0.0746, 1.1046, 0.0904)  -0.31
C (-0.7803, -1.3389, -0.7625)  -0.53
O (-1.6278, -0.6383, 0.1178)  -0.36
C (-1.3703, 0.7670, 0.1680)  -0.34
H (2.4657, -0.2784, 1.8185)  0.28
H (0.2775, -1.2838, -0.4602)  0.21
H (2.5969, 0.3514, 0.0103)  0.31
H (0.5779, 1.3422, -0.8473)  0.32
H (-1.0883, -2.3870, -0.7254)  0.25
H (-0.8599, -0.9772, -1.8003)  0.27
H (-1.8246, 1.0956, 1.1094)  0.26
H (-1.8864, 1.2853, -0.6559)  0.31

=====

--- c ---
Entry from OMol25: an isolated molecule of C4H8O2 (ωB97M-V/def2-TZVPD).

Spin multiplicity: 1
Lowest unoccupied orbital energy in eV: 1.055
HOMO level in eV: -8.2
Frontier orbital gap in eV: 9.2982

Last column: Mulliken charge in e.
Element x y z (Å)
C (-1.0237, 2.2960, -1.4136)  -0.52
O (-0.1772, 1.2130, -1.2832)  -0.35
C (-0.2672, 0.6233, -0.0237)  -0.22
C (0.2333, -0.5795, 0.2586)  -0.07
O (0.0566, -1.4031, 1.3581)  -0.37
C (1.1006, -2.4204, 1.2822)  -0.72
H (-0.4911, 3.2667, -0.8093)  0.22
H (-1.8302, 1.9070, -0.6917)  0.29
H (-1.3798, 2.2760, -2.5624)  0.23
H (-0.7315, 1.5025, 0.7753)  0.23
H (0.7144, -0.7811, -0.6565)  0.39
H (1.0022, -2.8863, 2.2836)  0.22
H (0.7354, -2.9572, 0.4476)  0.35
H (2.0581, -2.0570, 1.0350)  0.33

=====

--- d ---
Entry from OMol25: a cluster of 2 separate species, C4H8O2 in total (ωB97M-V/def2-TZVPD).

Spin multiplicity: 1
Lowest unoccupied orbital energy in eV: 0.384
HOMO level in eV: -8.5
Frontier orbital gap in eV: 8.8856

Last column: Mulliken charge in e.
Element x y z (Å)
C (1.6829, -1.1610, 0.7687)  -1.09
C (0.8486, -0.1907, -0.0172)  0.12
C (0.6419, 1.0676, 0.3774)  -0.34
O (-0.0892, 2.0227, -0.2458)  -0.49
H (2.4895, -1.5821, 0.1567)  0.27
H (2.1448, -0.6698, 1.6324)  0.31
H (1.0912, -2.0058, 1.1450)  0.25
H (0.4216, -0.5370, -0.9586)  0.34
H (1.0711, 1.4500, 1.3023)  0.28
H (-0.5426, 1.6315, -1.0158)  0.37
C (-2.4512, -0.0026, -0.7769)  -0.05
O (-1.9377, 0.5290, -1.7350)  -0.47
H (-2.1743, 0.2625, 0.2582)  0.22
H (-3.2175, -0.7871, -0.9050)  0.27

=====

Tell me which of them is the most stable. Sure, it is d.

=====

--- a ---
Entry from OMol25: a cluster of 2 separate species, C5H14O2 in total (ωB97M-V/def2-TZVPD).

Spin multiplicity: 1
Lowest unoccupied orbital energy in eV: 0.804
HOMO level in eV: -10.1
Frontier orbital gap in eV: 10.9487

Last column: Mulliken charge in e.
Element x y z (Å)
C (0.9020, -1.4967, 0.5578)  -0.82
C (0.5606, -1.3302, -0.9335)  -0.48
C (0.8598, 0.1213, -1.4077)  -0.88
C (0.1914, 1.2251, -0.5138)  -0.51
C (-1.2990, 0.9661, -0.1103)  -0.34
O (-1.9518, 0.3167, -1.2045)  -0.54
H (1.4977, -0.6062, 0.9963)  0.21
H (1.4798, -2.4076, 0.6081)  0.40
H (0.0015, -1.5332, 1.0923)  0.08
H (-0.4492, -1.5298, -1.1194)  0.36
H (1.1562, -2.1754, -1.4637)  0.34
H (0.3751, 0.2460, -2.3434)  0.35
H (1.9141, 0.2772, -1.5897)  0.37
H (0.1973, 2.1734, -1.1026)  0.31
H (0.7963, 1.4609, 0.3447)  0.40
H (-1.9457, 1.9001, 0.0276)  0.33
H (-1.4177, 0.2258, 0.6661)  0.10
H (-1.8189, 0.8469, -1.9833)  0.30
O (-0.0363, 0.3312, 3.2070)  -0.61
H (-0.7382, -0.2536, 3.0448)  0.31
H (-0.2751, 1.2417, 3.2271)  0.30

=====

--- b ---
Entry from OMol25: a cluster of 3 separate species, C5H14O2 in total (ωB97M-V/def2-TZVPD).

Spin multiplicity: 1
Lowest unoccupied orbital energy in eV: 0.477
HOMO level in eV: -8.5
Frontier orbital gap in eV: 9.0210

Last column: Mulliken charge in e.
Element x y z (Å)
C (-0.6520, -2.3945, -1.1171)  -1.22
C (-0.1348, -1.1041, -0.8242)  -0.02
C (0.8341, -0.8431, 0.1362)  0.65
C (1.2083, 0.5769, 0.5304)  -1.22
C (1.6679, -1.8965, 0.9281)  -1.29
H (-0.6767, -3.0729, -0.1804)  0.30
H (-1.7151, -2.3848, -1.4153)  0.35
H (-0.1148, -2.8860, -1.9309)  0.26
H (-0.4873, -0.1300, -1.2735)  0.22
H (0.6123, 0.9599, 1.4734)  0.25
H (1.0076, 1.1256, -0.2950)  0.54
H (2.4017, 0.5304, 0.8538)  0.15
H (1.3562, -2.8886, 0.4848)  0.29
H (1.3649, -1.9637, 2.0001)  0.28
H (2.6783, -1.9859, 0.7776)  0.42
O (-0.0317, 2.8677, 0.9487)  -0.59
H (-0.2494, 3.7020, 0.5292)  0.28
H (0.9130, 2.8761, 0.8175)  0.34
O (-3.6989, 2.9200, -0.6289)  -0.66
H (-3.5012, 3.2880, -1.5678)  0.33
H (-2.7822, 2.7036, -0.2466)  0.33

=====

--- c ---
Entry from OMol25: a cluster of 2 separate species, C5H14O2 in total (ωB97M-V/def2-TZVPD).

Spin multiplicity: 1
Lowest unoccupied orbital energy in eV: 0.696
HOMO level in eV: -10.3
Frontier orbital gap in eV: 11.0352

Last column: Mulliken charge in e.
Element x y z (Å)
C (-2.3111, -1.1297, -1.0554)  -1.11
C (-2.5018, -0.1519, 0.0954)  -0.42
C (-1.3334, -0.0089, 1.0789)  -0.75
C (0.1085, -0.1854, 0.6323)  -0.35
C (0.3161, 0.5029, -0.7452)  -0.62
O (1.5002, 1.3777, -0.5963)  -0.59
H (-3.1351, -1.1007, -1.7455)  0.39
H (-1.3952, -1.0706, -1.6281)  0.22
H (-2.4666, -2.1647, -0.7269)  0.31
H (-2.7893, 0.8023, -0.3591)  0.32
H (-3.4019, -0.4760, 0.6094)  0.36
H (-1.4740, 0.9217, 1.6296)  0.24
H (-1.5384, -0.8426, 1.7638)  0.32
H (0.8419, 0.3733, 1.1908)  0.41
H (0.3960, -1.2232, 0.4884)  0.27
H (0.6201, -0.1933, -1.5253)  0.33
H (-0.4998, 1.1804, -0.9895)  0.34
H (1.7953, 1.4993, -1.5054)  0.33
O (3.3693, -0.3324, 0.7975)  -0.59
H (4.3166, -0.5097, 0.7031)  0.29
H (3.0727, -0.1406, -0.1019)  0.29

=====

Tell me which of them is the most stable. Sure, it is c.

=====

--- a ---
Entry from OMol25: an isolated molecule of C3H8N2O (ωB97M-V/def2-TZVPD).

Spin multiplicity: 1
Lowest unoccupied orbital energy in eV: 0.910
HOMO level in eV: -9.6
Frontier orbital gap in eV: 10.4700

Last column: Mulliken charge in e.
Element x y z (Å)
C (2.3338, 0.1027, -0.3767)  -0.90
C (0.9363, 0.6380, -0.6569)  0.54
O (0.7190, 1.3728, -1.6209)  -0.57
N (-0.0572, 0.1554, 0.2018)  -0.21
C (-1.3184, -0.5100, 0.0043)  -0.31
N (-2.2789, -0.0834, 1.0647)  -0.62
H (3.0522, 0.8466, -0.8115)  0.28
H (2.5671, 0.0278, 0.7561)  0.30
H (2.4278, -0.9362, -0.7239)  0.24
H (0.2264, -0.0559, 1.1624)  0.25
H (-1.6775, -0.2858, -1.0848)  0.29
H (-1.1986, -1.6248, 0.1537)  0.26
H (-2.5533, 0.8490, 1.1181)  0.22
H (-3.1789, -0.4962, 0.8137)  0.22

=====

--- b ---
Entry from OMol25: an isolated molecule of C3H8N2O (ωB97M-V/def2-TZVPD).

Spin multiplicity: 1
Lowest unoccupied orbital energy in eV: 0.776
HOMO level in eV: -8.8
Frontier orbital gap in eV: 9.5321

Last column: Mulliken charge in e.
Element x y z (Å)
C (1.5723, 0.0370, -1.0690)  -0.96
N (0.6623, 0.5935, -0.1045)  -0.36
C (-0.6621, 0.2100, -0.3343)  -0.64
C (-1.1382, -0.9046, 0.6611)  0.50
N (-0.6956, -0.3179, 1.8218)  -0.43
O (-1.9171, -1.7764, 0.4115)  -0.57
H (1.3744, 0.4756, -2.0419)  0.36
H (1.3490, -1.0188, -1.0911)  0.37
H (2.6392, 0.3940, -0.7966)  0.25
H (0.8314, 1.5891, -0.2310)  0.19
H (-0.7339, -0.1756, -1.3489)  0.41
H (-1.4658, 0.9117, -0.3281)  0.39
H (-0.5728, 0.6891, 1.8808)  0.25
H (-1.2430, -0.7067, 2.5704)  0.25

=====

--- c ---
Entry from OMol25: a cluster of 2 separate species, C3H8N2O in total (ωB97M-V/def2-TZVPD).

Spin multiplicity: 1
Lowest unoccupied orbital energy (spin up / spin down) in eV: -1.226 / -1.225
HOMO level (spin up / spin down) in eV: -7.9 / -7.9
Frontier orbital gap (spin up / spin down) in eV: 6.6719 / 6.6727

Last column: Mulliken charge in e.
Element x y z (Å)
C (-1.5845, 1.6070, -0.1589)  -1.20
C (-0.4532, 0.5969, -0.3047)  -0.29
C (0.5745, 0.7070, 0.4936)  -0.06
N (1.7465, 0.0335, 0.2225)  -0.50
H (-1.6413, 1.8473, 0.8302)  0.35
H (-1.5781, 2.4161, -0.9509)  0.25
H (-2.4706, 1.1446, -0.4406)  0.36
H (-0.3892, -0.0941, -1.0416)  0.42
H (0.5289, 1.2602, 1.4552)  0.24
H (2.4502, -0.0546, 0.9533)  0.24
H (1.5796, -0.8135, -0.3816)  0.25
N (0.6254, -2.7440, -0.5526)  -0.08
O (-0.5912, -3.1317, -0.4516)  -0.22
H (1.2031, -2.7747, 0.3276)  0.24

=====

--- d ---
Entry from OMol25: an isolated molecule of C3H8N2O (ωB97M-V/def2-TZVPD).

Spin multiplicity: 1
Lowest unoccupied orbital energy in eV: 1.060
HOMO level in eV: -8.2
Frontier orbital gap in eV: 9.2977

Last column: Mulliken charge in e.
Element x y z (Å)
C (1.6903, -1.2769, -0.7351)  -0.63
O (0.4146, -0.7815, -1.1181)  -0.37
C (-0.1841, 0.0476, -0.2398)  0.90
C (-1.5897, 0.4481, -0.6130)  -1.10
N (0.4148, 0.4016, 0.8248)  -0.22
N (-0.1495, 1.3233, 1.6293)  -0.71
H (2.3949, -0.4158, -0.6039)  0.27
H (2.0008, -1.9429, -1.5894)  0.21
H (1.6154, -1.8791, 0.1869)  0.28
H (-2.3293, 0.0784, 0.1134)  0.31
H (-1.8309, 0.0039, -1.6176)  0.28
H (-1.6795, 1.5687, -0.6282)  0.31
H (-1.1442, 1.1223, 1.8591)  0.19
H (0.3763, 1.3021, 2.5314)  0.27

=====

Tell me which of them is the most stable. Sure, it is a.

=====

--- a ---
Entry from OMol25: a cluster of 2 separate species, C3H8N2O in total (ωB97M-V/def2-TZVPD).

Spin multiplicity: 1
Lowest unoccupied orbital energy in eV: 0.652
HOMO level in eV: -8.8
Frontier orbital gap in eV: 9.4264

Last column: Mulliken charge in e.
Element x y z (Å)
C (1.7300, 0.6598, -1.7402)  -0.89
C (0.7357, -0.3006, -1.3129)  0.52
N (0.0990, -1.2653, -1.2465)  -0.52
H (2.4275, 0.1945, -2.4352)  0.34
H (1.2356, 1.4986, -2.2323)  0.28
H (2.2802, 1.0245, -0.8728)  0.28
C (-0.3703, 0.1407, 1.5622)  -0.50
N (-1.2834, -0.8798, 1.1550)  -0.44
O (-2.4968, -0.2547, 0.7059)  -0.43
H (0.0599, 0.6412, 0.6158)  -0.01
H (0.4893, -0.3332, 2.0309)  0.25
H (-0.8376, 0.8303, 2.2626)  0.30
H (-0.8793, -1.3100, 0.2547)  0.49
H (-3.1897, -0.6461, 1.2529)  0.32

=====

--- b ---
Entry from OMol25: an isolated molecule of C3H8N2O (ωB97M-V/def2-TZVPD).

Spin multiplicity: 1
Lowest unoccupied orbital energy in eV: 0.922
HOMO level in eV: -9.5
Frontier orbital gap in eV: 10.4705

Last column: Mulliken charge in e.
Element x y z (Å)
N (0.9836, 0.0007, -1.4280)  -0.56
C (1.1186, -0.6305, -0.1392)  -0.44
C (-0.2156, -0.6820, 0.6295)  -0.76
N (-0.7282, 0.5630, 1.1841)  -0.15
C (-1.6139, 1.2404, 0.3973)  0.08
O (-1.5636, 2.4115, 0.1192)  -0.54
H (0.4759, -0.5150, -2.1463)  0.21
H (1.8897, 0.0829, -1.8725)  0.23
H (1.4582, -1.6659, -0.2487)  0.31
H (1.7853, -0.1128, 0.5520)  0.35
H (-0.1455, -1.4302, 1.4245)  0.33
H (-0.9231, -1.1215, -0.0760)  0.35
H (-0.0419, 1.1876, 1.5733)  0.24
H (-2.4796, 0.6718, 0.0308)  0.34

=====

Tell me which of them is the most stable. Sure, it is b.